No. 1
The following is a DFT calculation (ωB97M-V/def2-TZVPD) of a cluster of 9 separate species, C24H71N13O9 in total.

Calculated values
Energy relative to the best compared isomer or geometry (same formula, charge and spin) (eV): 0.5018
<S²>: 0.76
Lowest unoccupied orbital energy (spin up / spin down) (hartree): -0.1074 / -0.3275
Total charge: +1
Multiplicity: 2
Calculated total energy (eV): -63825.79462
Kohn-Sham gap (spin up / spin down) (eV): 7.45 / 1.46

CARTESIAN COORDINATES (ANGSTROEM)
C: 21.1585 22.8732 -11.5029
C: 22.2194 23.7581 -12.0693
C: 21.8954 25.2714 -11.9819
O: 23.0315 26.0651 -12.3852
C: 22.7657 27.4225 -12.7007
N: 23.3563 23.6051 -11.1370
H: 20.2194 23.1757 -11.9664
H: 20.8953 23.0916 -10.4680
H: 21.2784 21.7942 -11.6000
H: 22.5053 23.4164 -13.0641
H: 21.5897 25.3846 -10.9417
H: 21.0062 25.5003 -12.5693
H: 23.6260 28.0861 -12.6137
H: 21.9507 27.7144 -12.0384
H: 22.2382 27.3678 -13.6530
H: 23.1641 23.6062 -10.1455
H: 23.9614 24.3947 -11.3120
C: 21.5464 15.9334 -17.3039
C: 22.9116 16.5502 -17.1404
C: 23.3693 17.5641 -18.1939
O: 24.7555 17.6255 -18.3339
C: 25.1844 18.4497 -19.3993
N: 22.9593 17.1588 -15.7829
H: 21.4505 15.3306 -18.2070
H: 20.8478 16.7551 -17.4616
H: 21.2433 15.3216 -16.4542
H: 23.6328 15.7359 -17.0703
H: 22.8740 18.5317 -18.1129
H: 23.1155 17.1592 -19.1736
H: 24.8421 18.1322 -20.3843
H: 26.2638 18.5889 -19.3387
H: 24.7566 19.4513 -19.3555
H: 23.9544 17.1960 -15.6141
H: 22.7881 18.1377 -15.9633
C: 25.9347 14.4385 -16.0436
C: 26.3810 12.9713 -15.8408
C: 25.3953 11.8704 -16.4602
O: 25.9274 10.5025 -16.2723
C: 25.6639 10.0057 -14.9541
N: 27.6573 13.0251 -16.4516
H: 25.0928 14.6404 -15.3814
H: 25.7598 14.6772 -17.0926
H: 26.7120 15.1865 -15.8874
H: 26.6538 12.6917 -14.8232
H: 25.3860 12.0940 -17.5270
H: 24.3989 11.9246 -16.0217
H: 25.2730 10.6641 -14.1784
H: 26.5577 9.4747 -14.6267
H: 24.9094 9.2291 -15.0801
H: 27.4106 13.1965 -17.4159
H: 27.9556 12.1038 -16.1649
C: 26.2282 20.5369 -11.0538
C: 25.3953 20.4323 -12.3684
C: 25.3593 19.0104 -12.9877
O: 24.9737 19.0075 -14.3750
C: 26.1124 18.9028 -15.2105
N: 23.9962 20.7774 -12.2478
H: 26.1298 21.4694 -10.4981
H: 27.2962 20.3827 -11.2074
H: 25.9345 19.6413 -10.5061
H: 25.7248 21.1453 -13.1242
H: 24.5336 18.4554 -12.5425
H: 26.2544 18.4665 -12.6862
H: 25.9955 19.2979 -16.2197
H: 26.1595 17.8205 -15.3308
H: 27.0828 19.2150 -14.8247
H: 23.4930 20.6870 -13.1189
H: 23.9734 21.7829 -12.1554
C: 30.9999 21.1627 -7.7293
C: 29.7091 21.9653 -7.9410
C: 30.0200 23.4859 -8.0422
O: 28.7965 24.2239 -8.0687
C: 29.0410 25.5500 -8.2972
N: 29.0146 21.5203 -9.1618
H: 31.6646 21.1854 -8.5928
H: 30.7331 20.1122 -7.6136
H: 31.5318 21.4395 -6.8190
H: 29.0160 21.6891 -7.1464
H: 30.7195 23.5795 -8.8728
H: 30.6032 23.7484 -7.1595
H: 29.5500 25.8226 -9.2217
H: 29.6154 26.1063 -7.5564
H: 28.1606 26.1880 -8.3750
H: 28.0426 21.7867 -9.0947
H: 28.9447 20.5136 -9.1213
C: 23.5818 22.5216 -15.7723
O: 22.6724 21.8321 -16.2454
N: 23.5082 23.8335 -15.5385
N: 24.7124 22.0691 -15.4504
H: 24.2770 24.2429 -15.0272
H: 22.6692 24.3809 -15.6676
H: 24.7534 21.0634 -15.3659
H: 25.4142 22.6631 -15.0323
C: 22.9580 19.2913 -9.1984
O: 22.5220 18.7159 -8.1981
N: 23.0305 18.6853 -10.3298
N: 23.4143 20.4727 -9.2972
H: 22.6928 17.7354 -10.3915
H: 23.4291 19.2248 -11.0849
H: 23.5552 21.1067 -8.5237
H: 23.6999 20.7382 -10.2289
C: 20.9004 19.3182 -14.1758
O: 19.9458 19.1434 -13.4963
N: 20.8085 19.9888 -15.2634
N: 22.1072 19.1979 -13.7595
H: 21.5617 20.5418 -15.6470
H: 19.8610 20.3207 -15.3738
H: 21.9998 18.6474 -12.9196
H: 22.9246 19.0723 -14.3393
C: 27.7554 16.2588 -11.0882
O: 28.7606 16.7335 -11.5355
N: 27.0245 15.3301 -11.6826
N: 27.1489 16.6639 -10.0028
H: 27.3727 14.8772 -12.5156
H: 26.1601 15.0264 -11.2577
H: 27.5208 17.4275 -9.4562
H: 26.2848 16.1864 -9.7897

No. 2
The following is a DFT calculation (ωB97M-V/def2-TZVPD) of a cluster of 12 separate species, C24H72N4O12 in total.

Calculated values
Energy relative to the best compared isomer or geometry (same formula, charge and spin) (eV): 10.5038
Lowest unoccupied orbital energy (hartree): -0.0007
Total charge: 0
Calculated total energy (eV): -56575.44078
Kohn-Sham gap (eV): 8.21
SMILES: NC(N)=O.NC(N)=O.CC(C)O.CC(C)O.CC(C)O.CC(C)O.CC(C)O.CC(C)O.CO.CO.CO.CO

CARTESIAN COORDINATES (ANGSTROEM)
N: -2.8689 -3.4109 4.8636
C: -3.0386 -2.3796 4.1129
N: -2.1156 -2.1737 3.3319
O: -4.1991 -1.5823 4.1853
H: -3.5987 -3.6930 5.5318
H: -2.1678 -4.1013 4.7963
H: -2.3345 -1.3762 2.6183
H: -1.2675 -2.7171 3.1561
N: 0.6952 -1.2972 -2.7577
C: 1.0712 -2.5746 -2.8654
N: 1.1629 -3.0302 -4.0865
O: 1.5504 -3.2772 -1.7851
H: 0.6901 -0.8914 -1.8198
H: 0.6979 -0.6804 -3.6551
H: 1.5108 -3.9759 -4.4119
H: 0.7200 -2.5529 -4.8706
C: 1.4497 -4.8190 4.0999
C: 0.5912 -3.6606 3.8076
C: 1.2802 -2.3815 4.0126
O: 0.0787 -3.5085 2.6720
H: 1.6432 -4.8310 5.1867
H: 2.2968 -4.7459 3.4194
H: 0.9794 -5.7399 3.8350
H: -0.2611 -3.7169 4.4532
H: 1.3810 -2.2749 5.0753
H: 0.7116 -1.4548 3.8033
H: 2.3271 -2.4516 3.6344
H: 0.7020 -3.7946 1.9822
C: -1.3617 -2.0305 -0.3402
C: -2.0720 -2.5840 -1.5811
C: -3.4962 -2.8516 -1.2376
O: -2.0889 -1.8490 -2.5723
H: -1.7204 -2.3887 0.5853
H: -1.5664 -0.9357 -0.3877
H: -0.3188 -2.2509 -0.3215
H: -1.5582 -3.5315 -1.9187
H: -3.5098 -3.2379 -0.3007
H: -4.0379 -3.6388 -1.7530
H: -4.1366 -1.9430 -1.1898
H: -1.1937 -1.5668 -2.9502
C: 1.5718 2.6986 -2.8590
C: 2.1991 3.0900 -4.1742
C: 3.5260 2.4035 -4.4507
O: 1.4022 2.8036 -5.1316
H: 1.4418 1.5809 -2.8335
H: 0.6190 3.1530 -2.7183
H: 2.2460 3.0498 -2.0625
H: 2.3420 4.2099 -4.0748
H: 4.2022 2.3843 -3.5226
H: 4.0215 3.0366 -5.1507
H: 3.3768 1.4293 -4.7963
H: 0.7072 3.4160 -5.1144
C: -1.3560 1.2273 -2.7717
C: -2.6524 1.4631 -2.1001
C: -2.5127 2.4764 -0.9344
O: -3.5608 1.9525 -2.7908
H: -1.4046 0.4779 -3.5721
H: -0.6458 1.0462 -2.0332
H: -1.0777 2.0604 -3.2983
H: -3.0815 0.5707 -1.7805
H: -3.2798 2.2710 -0.0889
H: -2.6429 3.5182 -1.2298
H: -1.5218 2.3654 -0.5004
H: -4.1022 1.2336 -3.0524
C: 0.7560 6.2429 -2.1293
C: -0.3738 5.5461 -1.2962
C: -0.1921 5.5173 0.2130
O: -1.4583 6.1244 -1.5410
H: 0.9372 7.2816 -1.9212
H: 0.6100 6.2894 -3.1935
H: 1.7150 5.7551 -2.0009
H: -0.5326 4.6143 -1.7270
H: -0.9026 4.8376 0.6547
H: -0.3891 6.4451 0.7991
H: 0.7295 5.1099 0.5680
H: -1.7063 5.9315 -2.4535
C: 0.8136 -0.0860 1.7391
C: 0.6978 0.8003 0.4994
C: 1.3668 2.1807 0.6648
O: 1.1070 0.2994 -0.5617
H: 1.7068 -0.6715 1.6289
H: -0.0107 -0.7768 1.8073
H: 0.8956 0.5186 2.6274
H: -0.3388 0.9282 0.3592
H: 2.4770 2.1561 0.4668
H: 1.1360 2.5085 1.6579
H: 1.1362 3.0219 0.0007
H: 2.0337 0.5117 -0.6465
C: -0.4251 0.5296 5.3059
O: -1.2700 0.6786 4.1817
H: -0.8383 1.1130 6.1091
H: 0.5122 0.8531 5.0325
H: -0.4434 -0.4527 5.4755
H: -1.5558 -0.2171 4.0525
C: 3.9237 -0.7882 -0.7879
O: 4.1256 0.4179 -1.4618
H: 4.6797 -1.5013 -1.1830
H: 2.9267 -1.2003 -0.9283
H: 4.2828 -0.6678 0.1680
H: 4.4127 0.1777 -2.3067
C: -4.1417 -0.0622 1.4903
O: -2.7706 -0.2388 1.8419
H: -4.2521 -0.0332 0.3736
H: -4.5931 0.7958 1.9491
H: -4.6812 -0.9566 1.8766
H: -2.3124 0.5315 1.4480
C: 3.2722 -3.5582 0.8305
O: 2.1595 -4.2392 0.6045
H: 3.8242 -3.4525 -0.1148
H: 3.8412 -4.2475 1.4300
H: 2.9685 -2.6343 1.2104
H: 1.6963 -3.9503 -0.1306

No. 3
The following is a DFT calculation (ωB97M-V/def2-TZVPD) of a cluster of 13 separate species, C24H74O13 in total.

Calculated values
Energy relative to the best compared isomer or geometry (same formula, charge and spin) (eV): 4.5870
Lowest unoccupied orbital energy (hartree): 0.0178
Total charge: 0
Calculated total energy (eV): -52701.35053
Kohn-Sham gap (eV): 9.96

CARTESIAN COORDINATES (ANGSTROEM)
C: 0.7237 3.3506 -4.2777
O: 1.0080 2.3301 -3.3653
H: 1.3767 3.5377 -5.1301
H: -0.2786 3.0284 -4.5601
H: 0.7189 4.2749 -3.7001
H: 1.2307 2.7819 -2.5481
C: -1.4706 -4.5337 -3.0893
O: -2.7052 -3.7781 -3.2332
H: -1.4582 -5.3421 -2.3582
H: -1.1433 -4.9748 -4.0308
H: -0.6768 -3.8601 -2.7663
H: -3.3922 -4.4269 -3.4029
C: 1.2688 2.3571 3.6819
O: 0.3077 1.7515 2.8354
H: 2.1642 1.7382 3.6258
H: 1.6078 3.3601 3.4226
H: 0.7311 2.4680 4.6236
H: 0.6687 1.9019 1.9587
C: -3.3733 -1.8293 2.1386
O: -2.6954 -3.0079 1.7216
H: -2.9018 -0.9357 1.7298
H: -4.4205 -1.7300 1.8529
H: -3.3432 -1.8112 3.2281
H: -2.8090 -3.0433 0.7690
C: -4.1463 -1.6237 -1.1772
O: -3.1820 -2.5414 -0.8829
H: -3.8386 -0.9390 -1.9675
H: -5.1008 -2.0687 -1.4583
H: -4.2786 -0.9252 -0.3510
H: -2.8997 -3.0350 -1.6564
C: 2.3054 4.5704 0.1576
O: 1.6763 3.3769 -0.4236
H: 2.1773 5.4051 -0.5315
H: 1.7127 4.9016 1.0103
H: 3.3741 4.4344 0.3232
H: 0.7188 3.4426 -0.4055
C: 1.1038 -1.1570 -1.6998
C: 0.5009 0.0136 -0.8402
C: -0.9866 -0.1774 -0.6015
O: 0.9842 -0.1028 0.4142
H: 2.1554 -0.9011 -1.8294
H: 0.7522 -1.2267 -2.7292
H: 1.0381 -2.0335 -1.0551
H: 0.8256 0.9807 -1.2241
H: -1.4458 0.5196 0.0996
H: -1.1525 -1.1513 -0.1409
H: -1.6162 -0.1513 -1.4908
H: 0.6231 -0.9323 0.7353
C: 3.1503 -6.0025 1.3318
C: 2.6159 -5.0304 0.2716
C: 1.0668 -5.0551 -0.0681
O: 2.8215 -3.7465 0.6264
H: 4.2326 -5.9624 1.4547
H: 2.9983 -7.0621 1.1264
H: 2.7509 -5.8019 2.3260
H: 3.2156 -5.3484 -0.5813
H: 0.8060 -5.9117 -0.6897
H: 0.6060 -4.1849 -0.5355
H: 0.6366 -5.0979 0.9325
H: 1.9991 -3.4911 1.0507
C: -4.5496 3.1798 3.1754
C: -3.2449 2.4865 3.5532
C: -3.3441 1.2197 4.3400
O: -2.4975 2.1070 2.3769
H: -4.3279 4.2468 3.1551
H: -5.2964 3.1306 3.9678
H: -5.0151 2.9890 2.2084
H: -2.7325 3.2125 4.1845
H: -2.3302 0.9297 4.6157
H: -3.8842 0.3937 3.8771
H: -3.8345 1.2887 5.3110
H: -1.5918 1.9507 2.6539
C: -0.2343 -3.2055 4.1148
C: 0.3643 -2.0050 3.3236
C: 1.7946 -1.6959 3.7364
O: 0.1895 -2.4161 1.8898
H: 0.3229 -4.1015 3.8415
H: -1.2976 -3.3337 3.9119
H: -0.2132 -3.0790 5.1972
H: -0.2567 -1.1095 3.3458
H: 2.0791 -0.6438 3.7209
H: 2.4691 -2.3142 3.1441
H: 1.7129 -2.0356 4.7689
H: -0.7317 -2.6651 1.7857
C: 3.9131 0.6052 -3.9753
C: 4.3272 -0.0355 -5.2913
C: 3.8126 -1.4581 -5.2313
O: 3.8264 0.6005 -6.4640
H: 4.5676 1.4566 -3.7885
H: 4.0332 -0.0799 -3.1361
H: 2.8537 0.8404 -3.8732
H: 5.3989 -0.0651 -5.4883
H: 2.7235 -1.5028 -5.2298
H: 4.0781 -1.9680 -4.3051
H: 4.1820 -2.0117 -6.0945
H: 3.1505 1.1465 -6.0558
C: -0.9354 5.9084 0.2123
C: -1.7433 4.7576 -0.1699
C: -2.0927 4.7804 -1.6207
O: -1.0601 3.5993 0.1367
H: -0.0691 6.0022 -0.4425
H: -0.5163 5.8825 1.2182
H: -1.4954 6.8416 0.2721
H: -2.6372 4.7923 0.4528
H: -2.7225 5.6013 -1.9636
H: -2.5456 3.8122 -1.8341
H: -1.2008 4.9393 -2.2267
H: -1.6997 3.1217 0.6700
O: 3.3770 1.4231 -0.2313
H: 2.8072 2.1758 -0.3894
H: 2.7784 0.7140 0.0031

No. 4
The following is a DFT calculation (ωB97M-V/def2-TZVPD) of a cluster of 12 separate species, C24H76N20O12 in total.

Calculated values
<S²>: 0.75
Lowest unoccupied orbital energy (spin up / spin down) (hartree): 0.0793 / 0.0775
Total charge: -1
Multiplicity: 2
Calculated total energy (eV): -80495.12710
Kohn-Sham gap (spin up / spin down) (eV): 2.24 / 8.72

CARTESIAN COORDINATES (ANGSTROEM)
C: -3.1411 -4.2825 0.8688
O: -3.9794 -5.1387 1.0655
N: -2.8994 -3.8637 -0.3814
N: -2.3915 -3.6870 1.7408
H: -3.4702 -4.2236 -1.1329
H: -2.1413 -3.2328 -0.5992
H: -2.4770 -3.9991 2.6976
H: -1.9184 -2.8129 1.5615
C: -4.9195 -0.9874 1.8472
O: -4.7746 0.1642 2.2466
N: -4.6970 -1.2288 0.6063
N: -5.2854 -1.9679 2.6122
H: -4.4873 -0.4186 0.0408
H: -4.9514 -2.0702 0.1088
H: -4.9368 -2.8488 2.2621
H: -5.5238 -1.7362 3.5659
C: 3.8471 -0.7734 -0.6066
O: 2.7809 -0.3810 -1.0910
N: 4.8194 -0.0681 -0.2229
N: 4.1394 -1.9606 -0.4817
H: 5.0494 0.8852 -0.4646
H: 5.5912 -0.6702 0.0261
H: 5.0303 -2.2090 -0.0760
H: 3.4976 -2.6502 -0.8460
C: -4.1112 -1.8305 -4.0542
O: -5.0943 -2.4495 -4.4664
N: -3.9495 -1.6411 -2.7594
N: -3.2340 -1.2557 -4.8174
H: -3.0631 -1.2645 -2.4549
H: -4.6726 -1.9680 -2.1346
H: -2.7179 -0.5677 -4.2878
H: -3.3336 -1.0928 -5.8092
C: 0.7148 -3.0010 2.5681
O: 0.1254 -2.6489 3.5985
N: 1.6326 -2.2837 1.9958
N: 0.5290 -4.1496 2.0080
H: 2.0387 -2.5036 1.0976
H: 1.4876 -1.3124 2.2315
H: 0.9477 -4.3938 1.1219
H: -0.2055 -4.7736 2.3099
C: -1.0875 -0.5773 -0.1146
O: -1.2859 -1.4062 -0.9912
N: -1.8379 -0.0255 0.8041
N: 0.1311 -0.0547 0.1014
H: -2.8475 -0.0507 0.7900
H: -1.3629 0.5712 1.4662
H: 0.9151 -0.1832 -0.5221
H: 0.2016 0.5649 0.8959
C: 1.1103 1.4680 3.5813
O: 0.3468 1.2776 2.6234
N: 1.1121 0.6994 4.6142
N: 1.7595 2.5617 3.6459
H: 1.7862 0.8865 5.3426
H: 0.5037 -0.0897 4.7797
H: 1.7392 3.1242 2.8074
H: 2.1890 2.7318 4.5441
C: 1.0135 -4.3867 -1.3026
O: 1.6531 -3.7577 -0.4882
N: 0.0024 -3.9020 -1.9709
N: 1.2023 -5.6664 -1.5976
H: -0.2756 -2.9621 -1.7275
H: -0.4217 -4.3416 -2.7753
H: 2.0780 -6.1486 -1.4537
H: 0.3923 -6.1744 -1.9233
C: 1.2813 -1.2746 -5.6309
C: 1.7900 -1.5796 -4.1618
C: 3.0474 -2.5217 -4.0748
O: 2.6234 -3.8513 -4.5440
C: 3.4319 -4.9497 -4.1144
N: 2.1199 -0.2783 -3.6617
H: 0.8879 -2.2315 -5.9738
H: 2.0356 -0.9839 -6.3620
H: 0.5069 -0.5076 -5.6481
H: 0.9152 -1.8631 -3.5765
H: 3.3450 -2.5672 -3.0272
H: 3.8182 -2.0718 -4.7005
H: 3.5962 -5.0016 -3.0381
H: 4.3663 -4.9257 -4.6751
H: 2.9455 -5.8886 -4.3790
H: 3.0684 -0.1186 -3.9698
H: 2.2030 -0.3562 -2.6582
C: 5.1941 4.1279 -0.4302
C: 4.7907 5.0153 0.7296
C: 3.2904 5.0590 1.0450
O: 2.6441 3.8072 1.2867
C: 2.2580 3.0373 0.1376
N: 5.4784 4.5316 1.8563
H: 6.2390 4.2622 -0.7097
H: 4.7809 4.4656 -1.3806
H: 5.0232 3.0536 -0.3618
H: 5.2045 6.0166 0.6104
H: 2.7113 5.5778 0.2811
H: 3.2204 5.6809 1.9375
H: 2.8766 2.1424 0.0694
H: 2.2108 3.4324 -0.8772
H: 1.2258 2.7369 0.3177
H: 5.1565 3.5846 1.9963
H: 5.0608 5.0281 2.6304
C: -1.9886 2.8492 6.1254
C: -3.1021 1.9714 5.5092
C: -4.5803 2.5748 5.5315
O: -4.9850 3.0507 6.8418
C: -5.1811 2.0284 7.8413
N: -2.6244 1.5931 4.1564
H: -2.3459 3.1091 7.1219
H: -1.9533 3.8505 5.6962
H: -1.0478 2.2989 6.1400
H: -3.1079 1.1098 6.1768
H: -5.2873 1.8265 5.1734
H: -4.7160 3.4280 4.8668
H: -4.2022 1.5645 7.9623
H: -5.9389 1.2616 7.6810
H: -5.4412 2.6376 8.7070
H: -3.3608 1.1172 3.6551
H: -1.8296 0.9716 4.2017
C: -2.0788 2.3380 -2.5578
C: -1.1059 1.8665 -3.7194
C: 0.2075 2.6027 -3.6695
O: -0.1111 3.9395 -4.1491
C: 1.1050 4.7201 -4.3531
N: -0.9009 0.4624 -3.6195
H: -1.5289 2.1829 -1.6296
H: -3.0076 1.8012 -2.7508
H: -2.2933 3.3975 -2.6976
H: -1.6012 2.0951 -4.6631
H: 0.7824 1.9873 -4.3616
H: 0.6099 2.6985 -2.6611
H: 1.5916 5.0670 -3.4415
H: 0.8343 5.7041 -4.7359
H: 1.7651 4.1423 -5.0000
H: -0.7073 -0.0060 -2.7459
H: -0.0882 0.3094 -4.1994